No. 1
Density functional theory data (wB97M-V/def2-TZVPD) for a structure of composition C30H21Cl3N6O2Rh.

Each line ends with the Mulliken charge.
Element x y z (Å)
Rh 1.289 0.402 1.331  -0.054
O -4.261 4.250 -0.581  -0.268
C -4.178 3.679 0.654  0.373
O -4.839 3.715 1.575  -0.385
C -2.803 2.962 0.856  -0.079
C -1.717 3.279 0.108  -0.621
C -0.457 2.719 0.399  0.999
N -0.318 1.958 1.481  -0.458
C -1.441 1.713 2.265  0.646
C -2.673 2.101 1.959  -0.261
C -1.127 0.780 3.368  0.095
C -2.033 0.559 4.407  -0.817
C -1.643 -0.343 5.376  -0.437
C -0.456 -1.008 5.298  -0.810
C 0.404 -0.748 4.266  -0.231
N 0.052 0.128 3.327  0.065
C 0.783 2.893 -0.404  0.033
C 0.997 4.032 -1.136  -0.585
C 2.178 4.084 -1.904  -0.668
C 3.139 3.082 -1.682  -0.761
C 2.886 1.966 -0.854  -0.355
N 1.712 1.861 -0.259  0.496
H -1.896 4.016 -0.663  0.511
H -3.589 1.816 2.424  0.616
H -2.864 1.162 4.463  0.609
H -2.458 -0.572 6.075  0.383
H -0.147 -1.681 6.071  0.432
H 1.427 -1.217 4.176  0.397
H 0.254 4.861 -1.080  0.381
H 2.306 4.853 -2.652  0.463
H 4.087 3.059 -2.123  0.497
H 3.653 1.273 -0.636  0.517
C -1.424 -0.848 0.160  0.191
N -0.010 -1.014 0.318  0.931
C 0.653 -1.982 -0.260  0.162
C 2.076 -2.051 0.006  -0.309
C 3.045 -2.752 -0.578  -0.469
C 4.262 -2.376 0.116  -0.734
C 3.936 -1.342 1.049  -0.908
N 2.549 -1.156 0.968  0.046
C -1.951 -1.801 -0.858  -0.952
C -2.149 -1.391 -2.195  -0.008
C -2.524 -2.350 -3.165  -0.978
C -2.637 -3.663 -2.757  -0.333
C -2.462 -4.090 -1.445  -0.844
C -2.147 -3.117 -0.488  0.124
H -1.628 0.175 -0.063  0.036
H -1.853 -1.005 1.135  0.325
H 0.137 -2.631 -0.986  0.392
H 2.810 -3.437 -1.360  0.629
H 5.286 -2.740 0.027  0.446
H 4.527 -0.863 1.793  0.530
H -2.017 -0.359 -2.526  0.438
H -2.782 -2.036 -4.153  0.473
H -2.923 -4.353 -3.556  0.366
H -2.590 -5.142 -1.193  0.414
H -1.999 -3.358 0.589  0.310
Cl 4.547 -0.954 -4.485  -0.092
C 2.749 -1.105 -4.766  0.657
Cl 2.375 -2.828 -5.075  -0.081
Cl 2.249 -0.095 -6.130  -0.079
C 2.058 -0.655 -3.509  -0.158
N 1.569 -0.312 -2.518  -0.250

Forces on the atoms, in the same order (eV/Å):
-0.0133 -0.7033 0.7817
-0.2374 -0.6978 1.3339
5.1436 -0.6202 -4.3722
-4.7929 0.8023 4.1060
-0.3576 0.1598 -0.2794
0.5232 0.7045 -0.7215
-0.0787 -0.3065 0.6624
-1.7429 0.6622 0.0449
3.6972 -1.7012 -0.1229
-1.8617 1.4639 -1.5904
-0.0041 -0.5756 0.8864
3.0696 -0.5723 -0.8997
-2.5385 0.0144 0.1322
0.6140 -0.5403 0.8195
0.9494 0.2679 -0.6345
0.1579 0.4539 -0.9143
0.6519 -1.1810 0.6786
0.0658 0.3017 -0.5403
0.2465 -1.0115 0.6808
-1.4730 -0.2436 0.3231
-1.2590 2.5214 -0.4071
-1.2352 1.5501 0.0440
0.5176 -0.1794 -0.3432
-0.1617 -0.2429 0.7601
-2.0304 0.8798 0.2872
0.9529 -0.0543 0.3571
-0.0369 -0.4030 0.2667
-1.3663 0.5231 0.0453
0.7446 -0.8264 -0.3943
0.3168 0.1852 0.2261
1.1374 0.4366 -0.9462
0.4813 -0.9849 0.1016
0.0099 -0.7865 -0.2470
1.5244 -1.2896 -0.6724
-0.5520 1.5312 0.2787
-1.9925 1.9782 1.3143
2.1495 -0.4312 0.6942
0.0940 1.3099 0.7803
-2.0655 -2.4972 -2.4010
1.4954 -0.1094 0.1806
-0.8819 0.9046 -1.1032
-0.1353 -0.8357 -0.2953
0.4128 1.0413 2.0956
-0.4645 -0.8095 -1.0665
0.0675 0.6346 0.1929
-0.0928 -0.9353 0.4891
-0.1673 0.8441 -0.5503
-0.4780 -0.2927 0.5421
0.6073 0.0459 0.4807
0.5340 -0.5433 -0.3719
-0.5212 -0.0907 -0.3239
0.3401 0.3098 0.2283
0.0160 -0.1869 0.4057
0.0973 -0.0077 -0.5331
0.0972 -0.1826 0.5149
0.0405 0.3068 0.0405
-0.1644 -0.0721 -0.9166
-1.0724 0.0324 -0.1298
0.4123 -0.1196 0.7065
-0.0089 0.6700 0.1726
0.0893 -0.2050 0.3651
0.1067 -0.0322 0.0113
0.4223 -0.2640 -1.2542

2S+1: 5
DFT total energy in eV: -85051.3127
E_LUMO (alpha / beta) in Eh: -0.1322 / -0.2162
HOMO-LUMO gap (alpha / beta) in eV: 6.482 / 4.333
Energy above the lowest of the compared OMol25 structures with the same formula, charge and spin in kcal per mole: 0.0
Net charge: +1

***

No. 2
Density functional theory data (wB97M-V/def2-TZVPD) for a structure of composition C30H22BrMnN6O4.

Each line ends with the Mulliken charge.
Element x y z (Å)
Mn -0.286 -0.879 -0.489  -0.236
O -1.813 -1.132 3.663  -0.719
C -2.478 0.044 3.588  0.595
C -3.419 0.308 4.581  -0.746
C -4.133 1.486 4.555  -0.296
C -3.931 2.427 3.543  -0.803
C -3.003 2.171 2.562  -0.697
C -2.261 0.979 2.565  0.193
C -1.321 0.723 1.475  1.211
O -0.734 -0.464 1.407  -0.866
N -1.069 1.646 0.581  -1.344
N -0.201 1.055 -0.291  1.311
C 0.710 1.676 -0.922  -0.418
C 1.758 0.795 -1.465  0.877
C 2.798 1.232 -2.252  -0.975
C 3.768 0.317 -2.647  -0.255
C 3.661 -0.996 -2.232  -0.917
C 2.586 -1.358 -1.434  0.004
N 1.662 -0.488 -1.044  0.073
H -1.192 -1.145 2.915  0.359
H -3.565 -0.428 5.359  0.470
H -4.859 1.682 5.334  0.405
H -4.499 3.347 3.531  0.423
H -2.828 2.879 1.764  0.484
H 0.775 2.758 -0.922  0.502
H 2.842 2.270 -2.555  0.462
H 4.593 0.630 -3.271  0.445
H 4.390 -1.741 -2.519  0.420
H 2.470 -2.381 -1.102  0.475
Br -5.446 7.386 -5.458  -0.162
C -5.591 5.529 -5.181  0.120
C -6.133 4.727 -6.180  -0.426
C -6.255 3.371 -5.971  -0.349
C -5.832 2.800 -4.759  0.418
C -5.283 3.625 -3.761  -0.236
C -5.162 4.984 -3.976  -0.614
N -5.987 1.446 -4.612  -0.842
N -5.637 0.859 -3.516  -0.031
C -4.390 0.396 -3.333  0.201
C -3.363 0.500 -4.285  -0.871
C -2.045 0.131 -3.997  -0.961
C -1.721 -0.342 -2.744  0.970
O -0.489 -0.674 -2.346  -0.661
C -2.753 -0.528 -1.797  0.112
N -2.339 -1.045 -0.610  0.041
C -3.244 -1.326 0.310  -0.113
C -4.607 -1.083 0.111  -1.212
C -5.027 -0.508 -1.065  -0.439
C -4.087 -0.216 -2.063  0.861
H -6.455 5.170 -7.112  0.414
H -6.670 2.724 -6.732  0.440
H -4.958 3.189 -2.826  0.445
H -4.740 5.625 -3.215  0.410
H -3.616 0.887 -5.263  0.497
H -1.270 0.210 -4.748  0.514
H -2.888 -1.746 1.242  0.637
H -5.307 -1.340 0.893  0.477
H -6.072 -0.284 -1.239  0.548
C 0.618 -3.182 1.532  -1.249
C 0.162 -2.564 0.272  0.911
O -0.110 -2.988 -0.805  -0.289
H 0.721 -4.257 1.405  0.412
H -0.102 -2.952 2.317  0.247
H 1.564 -2.725 1.824  0.347

Forces on the atoms, in the same order (eV/Å):
-0.5621 0.4949 -0.0590
-0.0643 0.0058 0.0775
0.0009 -0.0631 0.0388
-0.0193 0.0254 -0.0001
-0.0121 0.0049 0.0118
0.0030 -0.0132 0.0095
0.0266 0.0037 -0.0027
0.0223 0.0038 -0.0502
-0.0274 0.0327 0.1481
0.2149 -0.0576 -0.0860
0.0402 -0.1637 -0.1277
-0.1970 -0.0681 -0.0744
0.2370 -0.0045 -0.0047
-0.1733 0.1192 0.1288
0.0743 0.0349 -0.0527
-0.0098 0.0445 -0.0154
-0.0051 -0.0118 0.0194
0.0177 0.0281 0.0126
0.0701 -0.0951 -0.0540
0.0425 0.0133 -0.0535
0.0074 0.0060 -0.0016
0.0001 -0.0024 -0.0085
0.0049 -0.0004 -0.0012
-0.0032 0.0065 0.0096
0.0588 -0.0154 0.0352
0.0151 -0.0146 -0.0187
-0.0067 0.0059 0.0011
0.0032 0.0058 0.0167
-0.0227 -0.0101 -0.0282
0.0202 0.0392 -0.0130
-0.0064 -0.0179 0.0237
-0.0050 -0.0345 -0.0402
-0.0104 0.0387 -0.0634
-0.1254 -0.1400 0.1406
0.0509 0.0580 0.0061
0.0146 -0.0635 0.0044
0.1600 -0.0030 -0.3007
-0.0529 0.0824 0.2851
0.0431 -0.0782 -0.1542
0.0514 0.0175 0.0592
-0.0818 0.0367 -0.1275
0.3157 -0.0766 0.0960
-0.1061 -0.0358 -0.1055
-0.0213 -0.1270 0.0553
0.1409 0.1640 0.0532
-0.0128 -0.0494 0.0076
0.0329 -0.0557 -0.0078
-0.0311 0.0234 0.0130
-0.1031 0.0543 -0.0157
-0.0065 0.0007 0.0064
-0.0230 0.0091 0.0191
-0.0277 0.0094 0.0126
-0.0216 -0.0004 0.0085
0.0425 0.0197 0.0029
-0.0208 0.0544 -0.0032
-0.0030 0.0463 0.0185
0.0091 0.0100 0.0031
0.0133 0.0088 -0.0110
0.0074 0.0369 0.0081
0.0922 -0.3177 0.1345
-0.0601 -0.0013 0.0150
0.0083 -0.0083 0.0068
-0.0133 -0.0276 -0.0044
-0.0065 0.0123 -0.0033

2S+1: 4
DFT total energy in eV: -149952.0405
E_LUMO (alpha / beta) in Eh: -0.1468 / -0.1681
HOMO-LUMO gap (alpha / beta) in eV: 5.541 / 6.374
Energy above the lowest of the compared OMol25 structures with the same formula, charge and spin in kcal per mole: 48.6
Net charge: +1

***

No. 3
Density functional theory data (wB97M-V/def2-TZVPD) for a structure of composition C30H22Co2N3O8.

Each line ends with the Mulliken charge.
Element x y z (Å)
O 1.087 1.494 4.122  -0.441
C 1.464 0.932 3.181  -0.153
Co 1.872 -0.172 1.879  0.706
C 1.072 -1.605 2.485  -0.795
O 0.601 -2.611 2.828  -0.469
C 1.905 0.768 0.312  1.831
O 1.703 1.636 -0.505  -0.874
C 3.236 -0.951 1.012  -0.454
C 2.106 -0.668 0.142  0.342
C 1.565 -1.326 -1.042  -1.009
C 2.428 -1.288 -2.200  0.820
C 2.388 -2.228 -3.281  -0.567
C 3.295 -2.136 -4.337  -0.531
C 4.238 -1.088 -4.393  -0.299
C 4.289 -0.144 -3.363  -1.064
C 3.414 -0.258 -2.292  -0.314
Co 4.212 0.709 1.563  -0.096
C 4.012 1.354 3.175  0.188
O 4.117 1.887 4.198  -0.471
C 3.835 2.294 0.870  0.146
O 3.660 3.377 0.502  -0.471
C 5.924 0.471 1.374  0.101
O 7.075 0.379 1.289  -0.466
H 3.678 -1.955 1.068  0.354
H 0.779 -2.081 -0.937  0.347
H 1.646 -3.032 -3.222  0.372
H 3.290 -2.886 -5.134  0.319
H 4.928 -0.981 -5.241  0.322
H 4.998 0.692 -3.357  0.383
H 3.486 0.492 -1.504  0.513
C -1.509 0.720 -2.185  -1.134
N -1.740 -0.373 -1.273  0.632
C -1.269 -0.326 0.089  1.151
H -0.135 -0.567 -0.022  -2.072
C -1.636 0.983 0.809  -0.026
C -3.008 1.214 1.072  -0.780
C -3.445 2.334 1.759  -0.753
C -2.495 3.272 2.215  -0.417
N -2.893 4.475 2.857  0.980
O -2.006 5.309 3.165  -0.607
O -4.109 4.670 3.081  -0.648
C -1.134 3.073 1.963  -0.769
C -0.745 1.980 1.208  0.100
N -1.964 -1.465 0.680  0.575
C -2.228 -1.574 2.099  -1.402
C -2.841 -2.021 -0.222  0.559
C -2.707 -1.330 -1.440  0.868
C -3.716 -1.362 -2.400  -0.902
C -4.874 -2.076 -2.093  -0.553
C -5.008 -2.760 -0.876  -0.642
C -3.987 -2.755 0.072  -0.956
H -1.678 0.369 -3.206  0.476
H -2.189 1.565 -1.989  0.290
H -0.467 1.040 -2.086  0.185
H -3.760 0.506 0.726  0.478
H -4.500 2.510 1.954  0.478
H -0.399 3.790 2.318  0.550
H 0.287 2.006 0.889  1.489
H -2.154 -2.631 2.380  0.356
H -1.473 -1.011 2.657  0.356
H -3.241 -1.221 2.350  0.450
H -3.583 -0.797 -3.320  0.311
H -5.699 -2.083 -2.802  0.347
H -5.933 -3.288 -0.658  0.354
H -4.066 -3.251 1.037  0.407

Forces on the atoms, in the same order (eV/Å):
0.5322 0.0141 -0.6590
-1.4950 -0.1851 0.8895
-2.6928 1.6734 4.6042
0.7283 -0.5124 0.9964
-0.1078 0.4065 -0.3975
0.1935 -1.0420 -1.1157
-0.7898 0.9617 -0.2438
2.3315 -0.7968 -2.1311
1.8181 -0.2695 -2.8893
1.0104 -1.0058 0.3936
0.0759 0.0800 -0.4450
0.0350 0.4261 0.4312
0.0965 0.2877 0.0999
0.0178 -0.0391 -0.1860
-0.4088 -0.3461 0.1595
-0.0087 0.1933 0.1769
-0.5507 0.4354 0.6096
1.4184 -0.3906 0.7650
-0.3565 0.1586 0.1081
0.2681 0.3479 -1.1560
0.2134 -0.0914 0.4356
-0.7549 -0.7658 0.2182
0.3479 0.1786 -0.1453
-0.4227 0.1241 -0.2201
0.0597 0.1035 -0.4383
0.3072 0.1972 -0.1721
-0.0874 0.2285 0.2339
-0.3194 -0.2606 0.2888
-0.2235 -0.4238 -0.1562
-0.1006 -0.3572 -0.1671
0.0527 -0.2408 0.1114
-0.2508 -0.1662 -1.1148
2.3132 -0.3907 -0.2217
-1.9925 1.1754 1.1315
-0.7315 0.5343 0.1124
0.2718 -0.1115 0.0653
0.2352 0.5943 0.2493
0.6741 -1.4320 -0.8161
-0.5413 2.4269 1.3925
-1.8055 -1.5105 -0.5183
1.8292 -0.3143 -0.3450
-0.9390 0.3565 0.0179
0.5399 -0.0841 -0.2719
0.3759 -0.4583 0.4301
0.2424 -0.2707 -0.1691
-0.9712 0.7170 0.3518
-0.9669 0.9619 0.1728
0.6567 -0.2106 0.1014
-0.3086 -0.6171 0.3453
-0.3291 -0.0300 -0.8445
0.7516 0.0197 -0.0200
0.1268 0.0788 0.0969
0.1332 -0.0475 -0.0262
-0.1041 0.1022 -0.0320
0.1929 -0.0131 0.0400
0.2329 -0.0386 -0.0963
-0.1979 -0.1502 -0.1890
-0.2265 -0.4472 0.1199
0.0748 0.2135 0.1403
-0.2525 -0.1209 -0.1084
0.1001 0.0554 0.0080
-0.3197 -0.0385 0.1932
0.0933 -0.0634 0.0738
0.1178 0.0335 -0.0908
-0.2126 0.1563 -0.1778

2S+1: 2
DFT total energy in eV: -127563.9266
E_LUMO (alpha / beta) in Eh: 0.1215 / 0.1215
HOMO-LUMO gap (alpha / beta) in eV: 3.878 / 3.968
Net charge: -2

***

> Among the records above, which one has the highest 2S+1?

C30H21Cl3N6O2Rh

***

> The lowest net charge belongs to which entry?

C30H22Co2N3O8

***

> What is the formula in the third record?

C30H22Co2N3O8